1.
The following is a quantum chemistry calculation of a structure of composition C34H52N4O2S4SbSeTc in a non-equilibrium geometry, from the Open Molecules 2025 dataset.

Each line ends with the Löwdin charge.
Positions of all 99 atoms, in Å:
Tc 0.06 -0.73 -2.18  0.889
C -3.32 2.92 3.55  -0.045
C -3.52 3.50 2.14  -0.557
C -4.98 3.90 1.94  -0.049
C -2.66 4.77 2.04  -0.064
C -3.10 2.44 1.14  -0.181
C -2.00 2.56 0.30  -0.061
C -1.57 1.47 -0.43  -0.361
Se -0.08 1.64 -1.65  1.128
C 1.37 1.61 -0.38  -0.368
C 1.68 2.77 0.31  -0.067
C 2.74 2.78 1.19  -0.185
C 3.54 1.63 1.21  0.004
C 3.31 0.49 0.47  -0.086
C 2.08 0.39 -0.25  -0.382
O 1.61 -0.70 -0.76  -0.290
C 4.40 -0.58 0.44  -0.528
C 4.27 -1.53 -0.75  -0.053
C 5.78 0.11 0.33  -0.053
C 4.35 -1.40 1.74  -0.040
C 3.08 3.95 2.10  -0.556
C 4.51 4.42 1.85  -0.046
C 2.91 3.46 3.55  -0.044
C 2.14 5.14 1.88  -0.063
C -2.17 0.20 -0.37  -0.382
O -1.59 -0.83 -0.91  -0.311
C -3.42 0.15 0.30  -0.086
C -3.81 1.24 1.05  0.019
C -4.30 -1.08 0.14  -0.531
C -5.72 -0.89 0.69  -0.068
C -4.44 -1.41 -1.35  -0.039
C -3.66 -2.26 0.89  -0.032
H -3.57 3.66 4.31  0.079
H -3.96 2.05 3.70  0.077
H -2.29 2.62 3.69  0.088
H -5.26 4.69 2.64  0.079
H -5.13 4.28 0.93  0.089
H -5.65 3.06 2.10  0.072
H -3.00 5.50 2.78  0.082
H -1.62 4.55 2.23  0.072
H -2.76 5.22 1.05  0.087
H -1.44 3.48 0.20  0.093
H 1.06 3.64 0.14  0.092
H 4.41 1.65 1.84  0.100
H 4.05 -0.99 -1.67  0.075
H 5.20 -2.08 -0.88  0.084
H 3.48 -2.24 -0.56  0.052
H 5.76 0.86 -0.45  0.095
H 6.08 0.58 1.27  0.069
H 6.54 -0.63 0.08  0.078
H 3.37 -1.88 1.84  0.086
H 5.11 -2.18 1.71  0.082
H 4.51 -0.78 2.61  0.077
H 5.24 3.65 2.10  0.072
H 4.64 4.68 0.80  0.090
H 4.74 5.30 2.46  0.078
H 3.59 2.64 3.77  0.075
H 3.10 4.26 4.26  0.080
H 1.89 3.10 3.70  0.088
H 2.20 5.49 0.85  0.086
H 1.11 4.87 2.10  0.072
H 2.43 5.96 2.54  0.082
H -4.73 1.17 1.61  0.095
H -6.21 -0.04 0.21  0.087
H -6.30 -1.78 0.49  0.082
H -5.71 -0.74 1.77  0.076
H -4.89 -0.57 -1.88  0.095
H -3.47 -1.61 -1.81  0.042
H -5.07 -2.29 -1.49  0.083
H -2.61 -2.33 0.64  0.058
H -3.75 -2.11 1.96  0.085
H -4.15 -3.19 0.62  0.084
S 0.17 1.32 -6.95  -0.248
Sb 0.25 -0.56 -5.68  -0.076
S 1.78 -0.49 -3.74  0.044
S -1.49 -0.63 -3.92  0.048
S 0.51 -2.61 -6.66  -0.210
C -0.74 -3.63 -3.25  -0.233
N 0.12 -2.98 -2.23  -0.192
C -0.31 -3.48 -0.91  -0.183
N -0.24 -4.93 -0.82  -0.083
C -1.09 -5.51 -1.86  -0.173
N -0.67 -5.07 -3.18  -0.080
C 0.71 -5.48 -3.40  -0.161
N 1.59 -4.91 -2.38  -0.081
C 1.50 -3.47 -2.46  -0.211
C 1.13 -5.34 -1.07  -0.175
H -0.42 -3.33 -4.25  0.022
H -1.78 -3.31 -3.09  0.101
H -1.35 -3.18 -0.75  0.100
H 0.32 -3.04 -0.14  0.133
H -2.12 -5.20 -1.69  0.129
H -1.02 -6.60 -1.79  0.125
H 1.03 -5.12 -4.38  0.122
H 0.78 -6.56 -3.36  0.125
H 1.85 -3.15 -3.45  0.083
H 2.15 -3.03 -1.70  0.092
H 1.78 -4.92 -0.30  0.128
H 1.19 -6.44 -1.02  0.124

## Properties
LUMO (spin up / spin down) (eV): 2.12 / 1.43
Total charge: -1
Orbital gap (spin up / spin down) (eV): 7.30 / 6.60
Highest occupied orbital energy (spin up / spin down) (Ha): -0.1901 / -0.1902
Relative energy (zero: lowest compared OMol25 entry of this formula, charge and spin) (kcal per mole): 0.0
2S+1: 4

---

2.
The following is a quantum chemistry calculation of the ion C35H41N2O3S with charge +1 in a non-equilibrium geometry, from the Open Molecules 2025 dataset.

Each line ends with the Löwdin charge.
Positions of all 82 atoms, in Å:
C -6.97 -4.23 1.65  -0.048
O -6.47 -2.90 1.41  -0.073
C -5.13 -2.70 1.47  -0.251
C -4.70 -1.35 1.44  0.020
C -3.37 -1.04 1.45  -0.005
C -2.42 -2.07 1.41  -0.181
C -0.99 -1.71 1.22  -0.299
C -0.11 -2.18 -0.02  -0.246
S 1.51 -2.51 0.88  1.093
C 1.27 -3.07 2.57  -0.215
C 2.14 -4.03 0.13  -0.224
O -0.43 -1.00 2.09  0.000
C -2.81 -3.42 1.46  -0.028
C -4.16 -3.72 1.51  -0.005
H -8.04 -4.12 1.73  0.094
H -6.72 -4.86 0.81  0.092
H -6.58 -4.65 2.57  0.097
H -5.47 -0.59 1.44  0.129
H -3.00 -0.01 1.40  0.135
H -0.53 -3.17 -0.35  0.097
H 2.25 -3.16 3.07  0.087
H 0.63 -2.39 3.13  0.060
H 0.87 -4.08 2.59  0.066
H 3.21 -3.99 0.32  0.065
H 1.72 -4.92 0.62  0.071
H 1.91 -4.06 -0.94  0.068
H -2.07 -4.21 1.42  0.119
H -4.50 -4.75 1.57  0.106
C 3.46 4.75 -1.53  0.000
N 3.37 3.33 -1.34  -0.007
C 4.45 2.64 -0.89  -0.406
O 5.55 3.11 -0.60  0.066
C 4.06 1.20 -0.71  -0.152
C 4.20 0.67 0.74  -0.071
C 3.30 1.46 1.65  -0.215
C 3.67 2.73 2.11  -0.032
C 2.81 3.47 2.93  -0.071
C 1.56 2.95 3.26  -0.088
C 1.15 1.71 2.78  -0.075
C 2.03 0.97 1.99  -0.060
N 2.64 1.20 -1.10  0.009
C 1.90 0.05 -1.09  -0.092
C 0.57 -0.01 -1.34  -0.096
C -0.14 -1.26 -1.42  -0.218
C -1.62 -1.24 -1.75  -0.188
C -2.26 -2.49 -1.87  -0.050
C -3.62 -2.56 -2.15  -0.061
C -4.32 -1.40 -2.44  -0.071
C -3.72 -0.16 -2.31  -0.063
C -2.38 -0.07 -1.95  -0.014
C 2.15 2.55 -1.47  -0.349
C 1.04 3.11 -0.55  -0.089
C 0.30 4.11 -1.43  -0.161
C 0.67 3.82 -2.90  -0.174
C 1.62 2.62 -2.93  -0.081
H 4.52 5.08 -1.52  0.110
H 3.01 5.01 -2.50  0.091
H 2.93 5.29 -0.73  0.104
H 4.64 0.56 -1.42  0.170
H 3.93 -0.40 0.76  0.102
H 5.25 0.83 1.01  0.132
H 4.66 3.11 1.88  0.121
H 3.15 4.43 3.32  0.112
H 0.89 3.53 3.87  0.101
H 0.17 1.30 3.02  0.099
H 1.75 -0.03 1.68  0.051
H 2.46 -0.89 -0.90  0.113
H -0.02 0.87 -1.53  0.076
H 0.48 -2.02 -2.02  0.164
H -1.71 -3.43 -1.71  0.118
H -4.09 -3.54 -2.15  0.112
H -5.38 -1.48 -2.64  0.110
H -4.30 0.74 -2.50  0.115
H -1.96 0.92 -1.80  0.110
H 0.42 2.27 -0.19  0.106
H 1.49 3.55 0.35  0.112
H -0.78 4.04 -1.26  0.104
H 0.55 5.15 -1.17  0.107
H -0.22 3.60 -3.48  0.104
H 1.11 4.70 -3.38  0.100
H 2.46 2.73 -3.63  0.133
H 1.10 1.68 -3.15  0.107

## Properties
LUMO (eV): -2.73
Total charge: +1
Orbital gap (eV): 7.60
Highest occupied orbital energy (Ha): -0.3793
2S+1: 1

---

3.
The following is a quantum chemistry calculation of the molecule C6H11N in a non-equilibrium geometry, from the Open Molecules 2025 dataset.

Each line ends with the Löwdin charge.
Positions of all 18 atoms, in Å:
C -2.55 1.27 -0.89  -0.212
N -2.00 -0.05 -0.97  -0.047
C -1.71 -0.60 0.28  -0.386
C -0.41 -0.14 0.85  0.002
C 0.75 -0.28 0.13  -0.147
C 2.03 -0.12 0.56  -0.121
C 3.23 -0.58 -0.17  -0.098
H -3.44 1.39 -0.25  0.072
H -2.81 1.68 -1.86  0.061
H -1.81 2.00 -0.57  0.059
H -2.51 -0.36 0.99  0.112
H -1.66 -1.71 0.38  0.119
H -0.58 0.01 1.91  0.118
H 0.68 -0.51 -0.93  0.120
H 2.13 0.26 1.58  0.108
H 3.79 -1.35 0.38  0.084
H 2.86 -1.05 -1.08  0.076
H 4.02 0.15 -0.34  0.081

## Properties
LUMO (eV): -1.59
Orbital gap (eV): 5.02
Highest occupied orbital energy (Ha): -0.2432
Relative energy (zero: lowest compared OMol25 entry of this formula, charge and spin) (kcal per mole): 127.2
2S+1: 1

---

4.
The following is a quantum chemistry calculation of the ion C6H10NO with charge +1 in a non-equilibrium geometry, from the Open Molecules 2025 dataset.

Each line ends with the Löwdin charge.
Positions of all 18 atoms, in Å:
C 1.84 2.75 0.85  0.144
C 1.02 1.76 0.40  -0.291
C 0.38 1.66 -0.94  -0.025
O 0.96 0.62 1.26  0.076
C 0.25 -0.43 1.31  -0.129
N -0.59 -0.97 0.50  0.181
C -1.45 -1.76 0.09  -0.106
C -1.41 -2.79 -0.93  -0.038
H 2.37 2.64 1.75  0.066
H 1.89 3.73 0.37  0.095
H 0.83 0.87 -1.46  0.077
H -0.72 1.71 -0.93  0.109
H 0.86 2.51 -1.44  0.096
H 0.56 -1.07 2.25  0.222
H -2.42 -1.59 0.61  0.166
H -0.45 -3.12 -1.39  0.109
H -2.14 -2.71 -1.75  0.107
H -1.79 -3.81 -0.54  0.139

## Properties
LUMO (eV): -4.44
Total charge: +1
Orbital gap (eV): 8.99
SMILES: C=C(C)OC=[N+]=CC
Highest occupied orbital energy (Ha): -0.4935
Relative energy (zero: lowest compared OMol25 entry of this formula, charge and spin) (kcal per mole): 51.6
2S+1: 1